Record 1
{"formula": "C25H17F6N5O5RhS2", "method": "wB97M-V/def2-TZVPD", "multiplicity": 2, "s_squared": 0.755, "homo_lumo_gap_ev": [6.1899, 6.1257], "homo_energy_ev": [-7.0, -6.9], "relative_energy_kcal_mol": 54.10, "elements": ["Rh", "C", "C", "N", "C", "C", "C", "C", "C", "C", "C", "N", "C", "C", "C", "C", "C", "C", "C", "C", "N", "C", "H", "H", "H", "H", "H", "H", "H", "H", "H", "H", "H", "H", "O", "N", "C", "C", "C", "C", "C", "H", "H", "H", "H", "H", "F", "C", "F", "F", "S", "O", "O", "N", "S", "O", "O", "C", "F", "F", "F"], "coordinates": [[-0.14, -0.23, -0.39], [4.24, -0.64, -0.39], [2.92, -0.46, -0.76], [1.98, -0.19, 0.15], [2.27, -0.11, 1.46], [3.62, -0.22, 1.91], [4.61, -0.51, 0.94], [3.88, -0.04, 3.28], [2.86, 0.30, 4.15], [1.55, 0.38, 3.74], [1.20, 0.11, 2.39], [-0.03, 0.09, 1.86], [-1.24, 0.01, 2.43], [-1.53, -0.30, 3.78], [-2.84, -0.34, 4.23], [-3.91, -0.11, 3.39], [-3.69, 0.11, 2.01], [-4.72, 0.20, 1.06], [-4.41, 0.38, -0.27], [-3.08, 0.51, -0.65], [-2.09, 0.42, 0.24], [-2.36, 0.19, 1.54], [4.97, -0.88, -1.15], [2.59, -0.53, -1.79], [5.63, -0.63, 1.24], [4.89, -0.17, 3.64], [3.10, 0.50, 5.18], [0.79, 0.67, 4.44], [-0.74, -0.59, 4.45], [-3.02, -0.59, 5.27], [-4.92, -0.15, 3.77], [-5.75, 0.12, 1.39], [-5.18, 0.41, -1.03], [-2.80, 0.67, -1.68], [0.33, 1.95, -1.06], [1.50, 2.42, -0.76], [1.76, 2.84, 0.50], [3.00, 3.32, 0.85], [4.00, 3.41, -0.11], [3.71, 2.99, -1.40], [2.47, 2.49, -1.70], [0.95, 2.75, 1.21], [3.17, 3.62, 1.87], [4.98, 3.78, 0.15], [4.46, 3.06, -2.18], [2.19, 2.13, -2.68], [0.83, -4.29, -3.09], [0.25, -4.36, -1.90], [-0.65, -5.33, -1.91], [1.20, -4.70, -1.02], [-0.48, -2.69, -1.36], [-0.05, -2.59, 0.01], [0.14, -1.74, -2.27], [-2.03, -2.75, -1.44], [-2.61, -2.71, -2.92], [-1.87, -3.55, -3.81], [-3.00, -1.40, -3.35], [-4.22, -3.61, -2.53], [-4.99, -3.82, -3.61], [-4.94, -2.89, -1.67], [-3.97, -4.79, -1.98]], "mulliken_charge": [0.007, -1.198, -0.673, 0.745, 0.672, 0.558, -0.645, -0.897, -1.082, -0.863, 0.114, 0.708, 0.387, -1.020, -0.930, -0.936, 1.112, -0.594, -0.924, -0.258, -0.196, 0.434, 0.462, 0.689, 0.473, 0.441, 0.405, 0.714, 0.641, 0.387, 0.399, 0.433, 0.471, 0.503, -0.784, 0.604, -0.114, -0.934, -0.130, -0.826, -0.115, 0.595, 0.427, 0.427, 0.423, 0.494, -0.210, 0.539, -0.213, -0.205, 1.328, -0.584, -0.720, -0.259, 0.962, -0.627, -0.618, 0.670, -0.228, -0.213, -0.228]}



Record 2
{"formula": "C13H29FN4O8S", "method": "wB97M-V/def2-TZVPD", "smiles": "[H]/N=C(\\N)NCCCCNS(=O)(=O)F.CCOC(=O)OC.CCOC(=O)OC", "homo_lumo_gap_ev": 9.8965, "homo_energy_ev": -9.6, "elements": ["N", "C", "N", "N", "C", "C", "C", "C", "N", "S", "O", "O", "F", "H", "H", "H", "H", "H", "H", "H", "H", "H", "H", "H", "H", "H", "C", "C", "O", "C", "O", "O", "C", "H", "H", "H", "H", "H", "H", "H", "H", "C", "C", "O", "C", "O", "O", "C", "H", "H", "H", "H", "H", "H", "H", "H"], "coordinates": [[3.69, -0.67, 1.62], [2.74, 0.12, 1.39], [2.96, 1.52, 1.10], [1.38, -0.31, 1.40], [1.08, -1.35, 0.42], [-0.37, -1.78, 0.56], [-1.34, -0.62, 0.23], [-2.23, -0.17, 1.38], [-3.61, -0.75, 1.30], [-4.56, -0.06, 0.13], [-3.82, 0.87, -0.65], [-5.31, -1.07, -0.52], [-5.55, 0.76, 1.00], [4.58, -0.17, 1.55], [2.49, 1.71, 0.21], [2.39, 2.04, 1.77], [1.10, -0.59, 2.33], [1.21, -0.92, -0.57], [1.75, -2.21, 0.53], [-0.57, -2.60, -0.12], [-0.56, -2.13, 1.57], [-1.95, -0.87, -0.63], [-0.75, 0.25, -0.08], [-1.82, -0.56, 2.31], [-2.25, 0.91, 1.49], [-4.07, -0.54, 2.19], [-5.68, 0.28, -3.60], [-7.09, -0.21, -3.41], [-8.06, 0.84, -3.57], [-8.33, 1.17, -4.83], [-7.88, 0.66, -5.82], [-9.23, 2.17, -4.80], [-9.58, 2.66, -6.09], [-5.48, 1.13, -2.94], [-4.97, -0.51, -3.37], [-5.52, 0.62, -4.62], [-7.23, -0.57, -2.39], [-7.33, -1.04, -4.08], [-9.92, 1.85, -6.74], [-8.74, 3.18, -6.55], [-10.40, 3.36, -5.94], [9.86, -2.42, 3.07], [10.07, -1.12, 2.32], [8.83, -0.45, 2.05], [8.30, 0.20, 3.08], [8.78, 0.31, 4.18], [7.15, 0.75, 2.67], [6.44, 1.46, 3.69], [9.16, -3.06, 2.53], [10.80, -2.95, 3.18], [9.45, -2.24, 4.06], [10.50, -1.32, 1.34], [10.74, -0.45, 2.86], [7.08, 2.20, 4.17], [6.06, 0.76, 4.44], [5.61, 1.95, 3.20]], "mulliken_charge": [-0.610, 0.133, -0.617, -0.113, -0.774, -0.975, -0.203, -0.898, -0.378, 1.180, -0.522, -0.552, -0.255, 0.337, 0.300, 0.290, 0.234, 0.364, 0.447, 0.319, 0.392, 0.437, 0.316, 0.514, 0.274, 0.347, -1.032, -0.154, -0.352, 0.782, -0.555, -0.347, -0.640, 0.236, 0.291, 0.412, 0.254, 0.314, 0.298, 0.291, 0.220, -1.101, -0.183, -0.358, 0.765, -0.553, -0.321, -0.720, 0.294, 0.355, 0.315, 0.285, 0.319, 0.373, 0.317, 0.208]}



Record 3
{"formula": "C3H4O3", "method": "wB97M-V/def2-TZVPD", "homo_lumo_gap_ev": 8.6654, "homo_energy_ev": -8.0, "relative_energy_kcal_mol": 72.51, "elements": ["C", "C", "C", "O", "O", "O", "H", "H", "H", "H"], "coordinates": [[2.51, 0.14, -0.09], [-0.22, -0.36, -0.37], [-1.64, 0.18, -0.41], [2.54, 0.81, 0.83], [2.52, -0.56, -1.01], [0.36, -0.69, 0.69], [-1.68, 1.19, -0.82], [-2.07, 0.33, 0.60], [-2.26, -0.37, -0.98], [-0.05, -0.68, 1.54]], "mulliken_charge": [0.758, 0.050, -1.003, -0.382, -0.362, -0.205, 0.277, 0.309, 0.316, 0.242]}



Record 4
{"formula": "C5H10NO", "method": "wB97M-V/def2-TZVPD", "total_charge": -1, "smiles": "[O-]C[C@@H]1CCCN1", "homo_lumo_gap_ev": 6.0438, "homo_energy_ev": -2.1, "relative_energy_kcal_mol": 1.43, "elements": ["N", "C", "C", "C", "C", "C", "O", "H", "H", "H", "H", "H", "H", "H", "H", "H", "H"], "coordinates": [[1.29, -0.07, 0.03], [0.96, -0.12, 1.43], [-0.53, 0.24, 1.44], [-1.05, -0.43, 0.16], [0.11, -0.37, -0.82], [-0.16, 0.66, -1.93], [-0.99, 0.18, -2.88], [2.09, -0.59, -0.27], [1.10, -1.11, 1.89], [1.56, 0.59, 2.01], [-1.02, -0.15, 2.34], [-0.61, 1.33, 1.42], [-1.32, -1.46, 0.43], [-1.95, 0.05, -0.21], [0.23, -1.31, -1.36], [-0.56, 1.56, -1.39], [0.84, 1.00, -2.31]], "mulliken_charge": [-0.447, -0.572, -0.520, -0.821, 0.291, -0.766, -0.888, 0.259, 0.288, 0.304, 0.331, 0.286, 0.321, 0.299, 0.267, 0.123, 0.245]}



What did the first record say?
{"formula": "C25H17F6N5O5RhS2", "method": "wB97M-V/def2-TZVPD", "multiplicity": 2, "s_squared": 0.755, "homo_lumo_gap_ev": [6.1899, 6.1257], "homo_energy_ev": [-7.0, -6.9], "relative_energy_kcal_mol": 54.10, "elements": ["Rh", "C", "C", "N", "C", "C", "C", "C", "C", "C", "C", "N", "C", "C", "C", "C", "C", "C", "C", "C", "N", "C", "H", "H", "H", "H", "H", "H", "H", "H", "H", "H", "H", "H", "O", "N", "C", "C", "C", "C", "C", "H", "H", "H", "H", "H", "F", "C", "F", "F", "S", "O", "O", "N", "S", "O", "O", "C", "F", "F", "F"], "coordinates": [[-0.14, -0.23, -0.39], [4.24, -0.64, -0.39], [2.92, -0.46, -0.76], [1.98, -0.19, 0.15], [2.27, -0.11, 1.46], [3.62, -0.22, 1.91], [4.61, -0.51, 0.94], [3.88, -0.04, 3.28], [2.86, 0.30, 4.15], [1.55, 0.38, 3.74], [1.20, 0.11, 2.39], [-0.03, 0.09, 1.86], [-1.24, 0.01, 2.43], [-1.53, -0.30, 3.78], [-2.84, -0.34, 4.23], [-3.91, -0.11, 3.39], [-3.69, 0.11, 2.01], [-4.72, 0.20, 1.06], [-4.41, 0.38, -0.27], [-3.08, 0.51, -0.65], [-2.09, 0.42, 0.24], [-2.36, 0.19, 1.54], [4.97, -0.88, -1.15], [2.59, -0.53, -1.79], [5.63, -0.63, 1.24], [4.89, -0.17, 3.64], [3.10, 0.50, 5.18], [0.79, 0.67, 4.44], [-0.74, -0.59, 4.45], [-3.02, -0.59, 5.27], [-4.92, -0.15, 3.77], [-5.75, 0.12, 1.39], [-5.18, 0.41, -1.03], [-2.80, 0.67, -1.68], [0.33, 1.95, -1.06], [1.50, 2.42, -0.76], [1.76, 2.84, 0.50], [3.00, 3.32, 0.85], [4.00, 3.41, -0.11], [3.71, 2.99, -1.40], [2.47, 2.49, -1.70], [0.95, 2.75, 1.21], [3.17, 3.62, 1.87], [4.98, 3.78, 0.15], [4.46, 3.06, -2.18], [2.19, 2.13, -2.68], [0.83, -4.29, -3.09], [0.25, -4.36, -1.90], [-0.65, -5.33, -1.91], [1.20, -4.70, -1.02], [-0.48, -2.69, -1.36], [-0.05, -2.59, 0.01], [0.14, -1.74, -2.27], [-2.03, -2.75, -1.44], [-2.61, -2.71, -2.92], [-1.87, -3.55, -3.81], [-3.00, -1.40, -3.35], [-4.22, -3.61, -2.53], [-4.99, -3.82, -3.61], [-4.94, -2.89, -1.67], [-3.97, -4.79, -1.98]], "mulliken_charge": [0.007, -1.198, -0.673, 0.745, 0.672, 0.558, -0.645, -0.897, -1.082, -0.863, 0.114, 0.708, 0.387, -1.020, -0.930, -0.936, 1.112, -0.594, -0.924, -0.258, -0.196, 0.434, 0.462, 0.689, 0.473, 0.441, 0.405, 0.714, 0.641, 0.387, 0.399, 0.433, 0.471, 0.503, -0.784, 0.604, -0.114, -0.934, -0.130, -0.826, -0.115, 0.595, 0.427, 0.427, 0.423, 0.494, -0.210, 0.539, -0.213, -0.205, 1.328, -0.584, -0.720, -0.259, 0.962, -0.627, -0.618, 0.670, -0.228, -0.213, -0.228]}